[1]
Formula: C23H13BrF3N2O2Rh
Source: the OMol25 dataset
Level of theory: ωB97M-V/def2-TZVPD

- LUMO (eV) = -0.588
- highest occupied orbital energy (eV) = -8.5
- Kohn-Sham gap (Eh) = 0.2891
- relative energy (zero: lowest compared OMol25 entry of this formula, charge and spin) (kcal per mole) = 0.00

Cartesian coordinates (Å):
C -1.3312 -4.7451 0.2790
H 1.2752 2.6102 -3.9437
N -3.9098 -4.6156 1.3437
C 2.9654 -0.5158 -0.0192
H -2.2537 1.8859 0.9429
C 4.3009 -0.2516 0.1987
C -3.2112 -3.5103 1.1014
C 1.1149 2.2639 1.3445
C 3.6468 1.7969 1.2711
C -3.3417 -5.7824 1.0566
C 2.3148 1.4850 1.0124
H -2.2942 0.3117 -1.4221
C 0.5059 2.1005 -3.3790
C -2.0633 -5.8878 0.5253
F -1.0744 2.7195 -5.0052
H -3.9235 -6.6747 1.2559
C -1.3005 2.3194 1.2163
O -1.7738 -1.1436 0.5215
C -1.9252 -3.5263 0.5751
N 2.0101 0.3296 0.3748
C -1.5050 0.8143 -1.9674
F -2.4208 4.2151 2.0289
Br -1.3456 -7.5921 0.1486
C 1.0836 3.5223 1.9292
H -0.0905 5.1815 2.6274
H -3.6836 -2.5646 1.3349
C 0.7973 1.4562 -2.1791
Rh 0.0622 -0.1406 0.2290
C 4.6370 0.9243 0.8575
H 3.8912 2.7081 1.7917
H -2.8129 1.4649 -3.5590
C -0.1061 1.6565 0.9858
C -0.7892 2.0885 -3.8442
H 5.6749 1.1604 1.0527
C -1.1867 -2.2631 0.3323
C -1.2649 3.5697 1.8043
H 2.6182 -1.4103 -0.5201
H 1.8171 1.4792 -1.8238
C -0.0898 4.2021 2.1730
O 0.0322 -2.2943 -0.0406
C -0.2029 0.8026 -1.4699
H -0.3303 -4.7794 -0.1281
F 2.2376 4.1258 2.2866
C -1.8071 1.4535 -3.1612
H 5.0524 -0.9502 -0.1388

[2]
Formula: C23H13Cl52F3I2O4
Source: the OMol25 dataset
Level of theory: ωB97M-V/def2-TZVPD

- LUMO (eV) = -0.147
- highest occupied orbital energy (eV) = -9.6
- Kohn-Sham gap (Eh) = 0.3477

Cartesian coordinates (Å):
C 2.3890 1.6921 -1.7731
H 6.3759 3.1203 -0.3382
Cl -10.4287 -3.0922 0.2993
C -4.2059 1.8181 3.2388
Cl 4.5539 2.1319 9.5988
Cl 3.6793 -4.3644 8.7974
Cl -10.7005 -3.7503 -2.4956
Cl 3.1754 -3.1010 -5.0844
C 4.8001 3.7979 1.0206
Cl -6.8818 1.2315 -2.2078
Cl -9.0322 -1.5448 -1.6953
C 5.8709 4.7601 1.5272
O 1.4189 -0.8362 -2.6261
Cl -2.9519 1.0315 2.2801
Cl 4.5807 -1.3539 7.0248
H 1.8214 3.7167 -2.2432
Cl -11.8978 -1.3390 -1.4594
H 0.4782 1.6802 -0.7348
Cl -4.1746 3.5622 2.9585
C -1.5082 -6.1971 -8.4312
Cl 6.4650 4.2817 7.3691
Cl 2.3967 -4.4489 11.3775
Cl -1.1114 3.9118 0.8734
C -5.2027 1.2232 -1.6492
O 3.2462 2.3705 -0.8211
C -0.0609 4.2686 2.2485
Cl -7.7660 -0.9402 -4.8853
Cl -4.8803 2.7178 -0.7543
I -1.1359 3.3524 -2.6339
Cl 4.4908 2.7826 12.4061
Cl -10.1232 -2.1662 -6.0175
Cl 5.1891 -0.6802 4.2848
H 6.7881 4.2329 1.7929
C 3.5034 2.4040 10.9917
Cl -2.1496 -7.5503 -9.3649
H 1.2598 -0.1961 -3.3375
Cl 4.1199 -2.2409 10.7059
Cl -3.3333 -0.9638 -8.8498
Cl 1.7469 -5.5222 -5.7150
Cl -7.6315 -3.6106 -5.9491
C 0.8364 -0.3798 -1.4304
Cl -2.3551 -0.5112 -6.1624
Cl -4.5127 -2.3585 -6.6194
Cl 7.6220 2.9489 5.0906
H 1.7861 0.8514 0.0579
C 5.4098 2.7713 0.0366
H 3.0123 0.9639 -2.2960
Cl -3.9176 1.5055 4.9551
F -1.3607 0.2877 -0.7246
C 6.3612 2.8629 6.3312
C -10.5159 -2.4313 -1.3367
Cl 0.2291 -6.0530 -8.7139
Cl 0.1430 6.0174 2.3901
C 1.3188 1.0052 -0.9173
Cl 2.7345 -5.0815 -3.0339
F -1.0974 -0.2072 -2.8160
O 4.9262 2.4176 -2.3011
C -3.8390 -3.8168 -3.1319
Cl 4.0127 -3.2377 4.9212
Cl -3.5530 -4.3625 -1.4748
H 6.0940 5.5313 0.7903
C -8.3683 -2.0153 -6.1490
Cl 2.4131 3.7521 10.6551
Cl -4.9436 0.4667 -6.9123
C 5.1309 -1.9851 5.4751
Cl -4.1159 1.1194 -3.0290
Cl -3.0246 -4.8913 -4.2725
I 5.2101 5.7997 3.2618
Cl 6.7449 -2.6767 5.6648
Cl -5.5793 -3.8252 -3.4591
C 4.5481 2.5082 -1.1698
C 3.8615 -3.9781 10.5084
H 1.0939 -1.1254 -0.6731
H 2.6564 2.8578 -3.5626
Cl -5.7852 1.1772 2.7737
C -3.7812 -0.8395 -7.1447
C 0.6124 2.4136 -3.4627
O 0.5160 1.6745 -4.3711
C -0.6957 -0.5030 -1.5655
Cl -3.2114 -2.1892 -3.3408
H 5.5518 1.8098 0.5410
H 4.3577 3.2754 1.8722
C 1.9040 2.7666 -2.7725
Cl 6.6004 1.3901 7.2823
F -1.0865 -1.7553 -1.3020
Cl 5.2450 -4.8565 11.1664
Cl -0.7939 3.6258 3.7145
H 4.0159 4.3663 0.5156
Cl 2.5574 0.9462 11.3076
C 2.0396 -4.3089 -4.4648
Cl 1.5178 3.5163 1.9880
Cl -7.9440 -1.3619 -7.7334
Cl 0.5264 -3.5238 -4.0325
Cl -2.3087 -4.7008 -8.9177
Cl 4.7741 2.8016 5.5694
Cl -1.8021 -6.4787 -6.7118
Cl -4.9454 -0.1661 -0.5922

[3]
Formula: C23H13F2IrN5O3SSe
Source: the OMol25 dataset
Level of theory: ωB97M-V/def2-TZVPD

- total charge = +1
- LUMO (eV) = -5.389
- highest occupied orbital energy (eV) = -11.7
- Kohn-Sham gap (Eh) = 0.2316
- relative energy (zero: lowest compared OMol25 entry of this formula, charge and spin) (kcal per mole) = 6.46

Cartesian coordinates (Å):
C -4.3995 0.0178 0.0537
H 1.9230 2.1697 1.2879
F -5.3427 -0.7318 -0.5200
C 0.3438 -2.6489 -2.0420
C 1.9738 0.6109 -1.3898
C 0.9787 3.6544 2.5225
C -4.7924 0.9997 0.9409
O 0.9507 -5.1598 2.6035
S 1.5551 -3.9783 2.0893
C 0.4405 -2.5111 0.3417
O -0.2171 -0.7538 1.8484
H 1.4758 1.9566 -4.8623
C 1.6776 1.5480 -3.8826
H 0.0575 -2.2376 -3.0012
C -1.4045 3.4252 2.6423
F -4.1705 2.7121 2.3793
N 0.8155 -2.6207 2.6746
N 4.0826 -0.2209 -1.7850
C 0.9994 2.5685 1.6815
Ir -0.1237 0.2797 0.1591
C 3.0567 0.4550 -2.2838
C -2.4458 1.5674 1.2325
C 2.8815 0.9849 -3.6007
C 0.6224 1.6049 -2.9110
N 0.7487 1.1681 -1.6874
C 1.0911 -3.7216 0.3829
H -0.4773 -0.9828 -1.0981
H -0.3348 2.0345 -3.1819
C -3.7960 1.7574 1.5152
Se 3.6843 -0.7043 -0.1414
H 1.8631 -5.4019 -0.7177
N -0.1218 1.9307 1.3208
C 1.3570 -4.4471 -0.7621
C -2.0943 0.5482 0.3298
H 3.6743 0.9144 -4.3326
H -5.8319 1.1694 1.1789
O 2.9745 -3.7860 2.1665
H -0.3029 4.9213 3.6927
C 0.9616 -3.8974 -1.9773
H 1.9033 4.1432 2.7906
H -2.3621 3.7429 3.0176
C -0.2483 4.0801 3.0151
H -2.8489 -1.0301 -0.9564
C 0.3235 -1.9288 1.7115
C 0.0750 -1.9543 -0.8679
H 1.1423 -4.4416 -2.8945
C -3.0737 -0.2291 -0.2646
N 2.0893 0.0837 -0.1899
C -1.3347 2.3393 1.7718

[4]
Formula: C23H14F3IrNO5
Source: the OMol25 dataset
Level of theory: ωB97M-V/def2-TZVPD

- LUMO (spin up / spin down) (eV) = -2.661 / -2.612
- multiplicity = 2
- highest occupied orbital energy (spin up / spin down) (eV) = -8.9 / -8.8
- Kohn-Sham gap (spin up / spin down) (Eh) = 0.2283 / 0.2291
- <S²> = 0.806
- relative energy (zero: lowest compared OMol25 entry of this formula, charge and spin) (kcal per mole) = 71.92

Cartesian coordinates (Å):
C 4.3002 -2.6916 -2.1548
H -1.8675 -4.1598 2.5267
C 3.2218 -2.8756 0.4073
C 3.3984 -4.0096 -0.3483
F -3.7537 7.8177 1.4491
H 4.0257 -4.8176 -2.2395
H 4.7469 -2.6346 -3.1376
O 0.6688 -1.0800 2.5160
O 0.7673 -1.1832 -1.8207
H 3.1340 -4.9774 0.0534
H 2.8433 -2.9443 1.4174
C -1.5517 -3.7829 1.5677
H 3.7040 0.5073 0.1888
O -0.3742 -2.5570 3.8338
C -1.5080 -3.8383 -0.8338
C -0.9089 4.8188 -0.4597
C -1.6190 6.0002 -0.5162
C -0.6525 -2.7575 -0.7939
O -2.8369 -5.3943 0.4287
C -3.5974 7.3971 0.1785
C -0.0105 1.4964 0.3007
H -1.2253 6.8467 -1.0572
F -4.8377 7.3021 -0.3337
C 3.5264 -1.5946 -0.1278
H -4.3110 5.1152 1.3319
O -0.2856 -2.6511 -3.1366
C -0.6928 -2.7102 1.4966
C 4.1096 -1.5478 -1.4215
C -1.4177 3.7211 0.2438
C -2.8419 6.1002 0.1348
H 3.2209 -0.4578 1.6748
Ir 0.9365 -0.2941 0.3211
F -2.9891 8.3906 -0.4806
C -2.6579 3.8316 0.8851
H -3.0436 2.9871 1.4297
C 3.9110 -3.9254 -1.6423
C -0.6841 2.5188 0.2899
C -0.0054 -2.1383 -2.0750
H -3.0621 -5.7139 -0.4558
H 4.4043 -0.5872 -1.8169
H 0.0494 4.7247 -0.9456
N -0.2709 -2.1980 0.3468
H -1.7932 -4.2556 -1.7889
C -3.3628 5.0142 0.8298
C -1.9914 -4.3618 0.3708
C -0.0878 -2.0481 2.7729
C 3.2717 -0.4019 0.5923